[1]
A 2-piece molecular cluster, C9H14 overall. Source: the Open Molecules 2025 dataset; level of theory: the ωB97M-V functional and the def2-TZVPD basis.

Properties
Molar mass = 122.2 g mol⁻¹
Electronic energy = -9559.906 eV
Orbital gap = 10.08 eV
2S+1 = 1
SMILES string = Cc1ccccc1.CC
HOMO level = -9.0 eV
Net charge = 0
Energy relative to the best compared isomer or geometry (same formula, charge and spin) = 26.57 kJ/mol

Each line ends with the Löwdin charge.
Atoms and positions in Å:
C 2.520 -1.152 -2.457  -0.060
C -0.724 -0.570 -0.592  -0.116
C 0.453 -1.174 -1.001  -0.048
C -1.040 0.729 -0.948  -0.105
C 1.225 -0.549 -1.972  -0.280
C -0.254 1.363 -1.901  -0.087
C 0.817 0.694 -2.468  -0.057
H -1.431 -1.078 0.054  0.101
H 0.721 -2.152 -0.621  0.112
H -1.858 1.220 -0.444  0.101
H -0.478 2.378 -2.208  0.101
H 3.117 -1.514 -1.616  0.078
H 3.202 -0.395 -2.860  0.073
H 1.431 1.164 -3.228  0.107
H 2.402 -1.921 -3.222  0.080
C -0.671 0.062 2.849  -0.179
C -1.860 0.693 3.554  -0.166
H -0.809 -1.008 2.694  0.062
H -0.470 0.507 1.876  0.038
H 0.279 0.178 3.384  0.065
H -1.704 1.738 3.812  0.061
H -2.145 0.112 4.430  0.060
H -2.723 0.675 2.885  0.059


[2]
A 2-piece molecular cluster, C9H14 overall at a distorted geometry. Source: the Open Molecules 2025 dataset; level of theory: the ωB97M-V functional and the def2-TZVPD basis.

Properties
Molar mass = 122.2 g mol⁻¹
Electronic energy = -9559.602 eV
Orbital gap = 10.11 eV
2S+1 = 1
SMILES string = Cc1ccccc1.CC
HOMO level = -9.1 eV
Net charge = 0
Energy relative to the best compared isomer or geometry (same formula, charge and spin) = 55.88 kJ/mol

Each line ends with the Löwdin charge.
Atoms and positions in Å:
C -4.186 -0.627 0.051  -0.058
C -0.114 -0.071 -1.156  -0.105
C -1.071 -0.355 -2.120  -0.090
C -0.472 0.171 0.162  -0.078
C -2.396 -0.402 -1.740  -0.064
C -1.808 -0.032 0.541  -0.053
C -2.778 -0.340 -0.409  -0.286
H 0.912 0.104 -1.464  0.097
H -0.765 -0.446 -3.151  0.101
H 0.279 0.467 0.882  0.084
H -3.103 -0.723 -2.504  0.112
H -2.030 -0.348 1.557  0.108
H -4.217 -0.882 1.113  0.071
H -4.638 -1.541 -0.353  0.078
H -4.839 0.215 -0.174  0.080
C 3.364 0.191 1.375  -0.186
C 4.491 1.011 0.733  -0.159
H 3.680 -0.448 2.204  0.062
H 2.638 0.887 1.811  0.056
H 2.801 -0.448 0.700  0.048
H 4.045 1.740 0.066  0.060
H 5.249 0.370 0.289  0.060
H 4.959 1.506 1.588  0.062


[3]
A 2-piece molecular cluster, C9H14 overall at a distorted geometry. Source: the Open Molecules 2025 dataset; level of theory: the ωB97M-V functional and the def2-TZVPD basis.

Properties
Molar mass = 122.2 g mol⁻¹
Electronic energy = -9557.352 eV
Orbital gap = 9.59 eV
2S+1 = 1
SMILES string = Cc1ccccc1.CC
HOMO level = -8.6 eV
Net charge = 0
Energy relative to the best compared isomer or geometry (same formula, charge and spin) = 273.00 kJ/mol

Each line ends with the Löwdin charge.
Atoms and positions in Å:
C -2.196 0.053 -1.023  -0.090
C -0.470 -0.309 2.275  -0.109
C 0.439 -1.344 1.912  -0.077
C -1.222 0.324 1.373  -0.032
C -1.292 -0.378 0.068  -0.242
C 0.224 -2.010 0.716  -0.129
C -0.604 -1.617 -0.289  -0.043
H -0.153 0.100 3.157  0.074
H 1.099 -1.836 2.585  0.091
H -1.715 1.274 1.556  0.111
H 0.749 -2.956 0.555  0.108
H -1.649 0.501 -1.864  0.075
H -2.827 0.791 -0.438  0.089
H -0.778 -1.959 -1.205  0.070
H -2.898 -0.595 -1.584  0.086
C 1.706 1.965 -1.174  -0.153
C 1.660 0.500 -0.745  -0.175
H 2.399 2.474 -0.565  0.040
H 1.801 2.090 -2.289  0.075
H 0.553 2.234 -1.084  0.099
H 0.937 0.137 -1.352  0.016
H 1.521 0.465 0.251  0.011
H 2.716 0.095 -0.836  0.104


[4]
A 2-piece molecular cluster, C9H14 overall at a distorted geometry. Source: the Open Molecules 2025 dataset; level of theory: the ωB97M-V functional and the def2-TZVPD basis.

Properties
Molar mass = 122.2 g mol⁻¹
Electronic energy = -9559.432 eV
Orbital gap = 10.00 eV
2S+1 = 1
SMILES string = Cc1ccccc1.CC
HOMO level = -9.0 eV
Net charge = 0
Energy relative to the best compared isomer or geometry (same formula, charge and spin) = 72.32 kJ/mol

Each line ends with the Löwdin charge.
Atoms and positions in Å:
C -1.943 1.551 2.844  -0.173
C -0.905 0.597 3.375  -0.180
H -2.906 1.064 2.683  0.062
H -2.089 2.471 3.410  0.061
H -1.725 1.921 1.835  0.050
H -0.734 0.668 4.456  0.061
H -1.199 -0.455 3.261  0.063
H 0.105 0.623 2.984  0.055
C 2.741 -1.507 -2.089  -0.060
C 0.106 1.102 -1.308  -0.086
C -1.050 0.329 -1.206  -0.110
C 1.299 0.454 -1.565  -0.064
C 1.394 -0.927 -1.803  -0.290
C -0.994 -1.006 -1.544  -0.103
C 0.228 -1.674 -1.743  -0.046
H 0.059 2.165 -1.114  0.100
H -2.037 0.686 -0.935  0.098
H 2.190 1.068 -1.660  0.111
H -1.928 -1.508 -1.773  0.100
H 3.340 -1.350 -1.183  0.085
H 3.150 -0.958 -2.941  0.083
H 0.078 -2.747 -1.689  0.108
H 2.822 -2.568 -2.294  0.073


[5]
A 2-piece molecular cluster, C9H14 overall at a distorted geometry. Source: the Open Molecules 2025 dataset; level of theory: the ωB97M-V functional and the def2-TZVPD basis.

Properties
Molar mass = 122.2 g mol⁻¹
Electronic energy = -9559.690 eV
Orbital gap = 10.02 eV
2S+1 = 1
SMILES string = Cc1ccccc1.CC
HOMO level = -9.0 eV
Net charge = 0
Energy relative to the best compared isomer or geometry (same formula, charge and spin) = 47.45 kJ/mol

Each line ends with the Löwdin charge.
Atoms and positions in Å:
C -1.704 -1.164 -1.801  -0.052
C -1.529 -1.899 1.934  -0.089
C -0.644 -0.931 2.346  -0.103
C -1.921 -1.925 0.590  -0.059
C -1.332 -1.092 -0.340  -0.285
C 0.076 -0.186 1.394  -0.086
C -0.266 -0.282 0.061  -0.060
H -1.990 -2.642 2.574  0.100
H -0.336 -0.762 3.368  0.096
H -2.650 -2.673 0.309  0.108
H 0.759 0.517 1.854  0.099
H -2.571 -0.534 -1.989  0.081
H -1.869 -2.196 -2.105  0.077
H 0.362 0.177 -0.700  0.103
H -0.892 -0.775 -2.412  0.070
C 2.447 3.471 -1.193  -0.161
C 3.451 2.484 -1.781  -0.180
H 2.274 4.287 -1.886  0.057
H 1.478 2.995 -1.100  0.050
H 2.819 3.829 -0.240  0.062
H 3.889 1.871 -0.981  0.061
H 4.269 2.979 -2.289  0.055
H 3.089 1.694 -2.430  0.054


[6]
A 2-piece molecular cluster, C9H14 overall at a distorted geometry. Source: the Open Molecules 2025 dataset; level of theory: the ωB97M-V functional and the def2-TZVPD basis.

Properties
Molar mass = 122.2 g mol⁻¹
Electronic energy = -9559.463 eV
Orbital gap = 10.08 eV
2S+1 = 1
SMILES string = Cc1ccccc1.CC
HOMO level = -9.1 eV
Net charge = 0
Energy relative to the best compared isomer or geometry (same formula, charge and spin) = 69.34 kJ/mol

Each line ends with the Löwdin charge.
Atoms and positions in Å:
C 3.716 -0.770 0.419  -0.062
C -0.187 0.063 -1.291  -0.100
C 0.966 0.693 -1.787  -0.087
C 0.004 -0.898 -0.326  -0.084
C 2.213 0.469 -1.265  -0.069
C 1.290 -1.153 0.197  -0.048
C 2.407 -0.448 -0.248  -0.284
H -1.149 0.294 -1.715  0.084
H 0.907 1.390 -2.619  0.103
H -0.781 -1.452 0.179  0.098
H 3.129 0.826 -1.737  0.116
H 1.445 -1.942 0.923  0.106
H 3.676 -1.110 1.455  0.078
H 4.460 0.030 0.411  0.075
H 4.261 -1.515 -0.157  0.078
C -3.042 1.130 0.421  -0.179
C -3.634 0.263 1.507  -0.160
H -2.151 1.598 0.828  0.064
H -2.577 0.666 -0.445  0.020
H -3.622 1.922 -0.063  0.068
H -3.411 0.531 2.535  0.061
H -4.706 0.165 1.335  0.061
H -3.213 -0.753 1.441  0.060


[7]
A 2-piece molecular cluster, C9H14 overall at a distorted geometry. Source: the Open Molecules 2025 dataset; level of theory: the ωB97M-V functional and the def2-TZVPD basis.

Properties
Molar mass = 122.2 g mol⁻¹
Electronic energy = -9559.626 eV
Orbital gap = 9.99 eV
2S+1 = 1
SMILES string = Cc1ccccc1.CC
HOMO level = -9.0 eV
Net charge = 0
Energy relative to the best compared isomer or geometry (same formula, charge and spin) = 53.63 kJ/mol

Each line ends with the Löwdin charge.
Atoms and positions in Å:
C -2.527 -0.153 3.080  -0.157
C -1.015 0.209 3.126  -0.166
H -2.888 0.023 2.065  0.055
H -2.680 -1.185 3.370  0.056
H -3.116 0.512 3.710  0.056
H -0.730 0.755 2.241  0.031
H -0.462 -0.726 3.221  0.065
H -0.844 0.901 3.954  0.061
C -0.415 -1.067 -0.256  -0.041
C 1.280 0.713 -0.763  -0.057
C 0.630 -0.444 -1.137  -0.276
C 2.070 1.445 -1.668  -0.085
C 0.802 -0.874 -2.464  -0.061
C 2.070 1.070 -2.997  -0.107
C 1.523 -0.152 -3.395  -0.087
H 1.280 1.148 0.234  0.106
H 2.542 2.345 -1.304  0.098
H -1.318 -1.251 -0.839  0.085
H -0.664 -0.524 0.640  0.034
H 0.379 -1.855 -2.662  0.111
H 2.506 1.705 -3.765  0.099
H 1.677 -0.529 -4.397  0.101
H -0.100 -2.067 0.009  0.080


[8]
A 2-piece molecular cluster, C9H14 overall at a distorted geometry. Source: the Open Molecules 2025 dataset; level of theory: the ωB97M-V functional and the def2-TZVPD basis.

Properties
Molar mass = 122.2 g mol⁻¹
Electronic energy = -9559.678 eV
Orbital gap = 10.05 eV
2S+1 = 1
SMILES string = Cc1ccccc1.CC
HOMO level = -9.0 eV
Net charge = 0
Energy relative to the best compared isomer or geometry (same formula, charge and spin) = 48.56 kJ/mol

Each line ends with the Löwdin charge.
Atoms and positions in Å:
C 2.104 1.381 -2.654  -0.052
C -0.796 0.794 -0.235  -0.090
C -0.136 0.773 1.012  -0.095
C -0.100 1.049 -1.403  -0.058
C 1.280 1.323 -1.395  -0.289
C 1.211 1.088 1.025  -0.093
C 1.875 1.413 -0.160  -0.069
H -1.876 0.666 -0.235  0.099
H -0.701 0.434 1.872  0.089
H -0.612 0.920 -2.352  0.107
H 1.751 0.959 1.952  0.098
H 1.574 0.891 -3.480  0.076
H 3.065 0.877 -2.553  0.078
H 2.944 1.586 -0.019  0.113
H 2.226 2.442 -2.906  0.084
C -2.610 -2.491 2.038  -0.178
C -1.939 -3.707 1.344  -0.155
H -3.257 -2.668 2.900  0.053
H -1.767 -1.888 2.437  0.052
H -3.250 -1.882 1.372  0.060
H -2.602 -4.146 0.606  0.057
H -1.784 -4.427 2.144  0.056
H -0.970 -3.380 0.987  0.056